[1]
Formula: C5H6O
Source: the Open Molecules 2025 dataset
Level of theory: the ωB97M-V functional and the def2-TZVPD basis

Properties
* HOMO: -9.81 eV
* SMILES: C#C[C@H](O)C=C
* charge: 0
* gap between HOMO and LUMO: 0.3969 hartree

Geometry as XYZ:
```
12
Properties=species:S:1:pos:R:3:forces:R:3
C -1.31091 -1.24215 -1.75986 0.4 0.3 0.2
H -2.08295 -1.85403 -2.17501 0.2 0.1 0.1
H 1.13182 0.82781 -1.49014 0.0 -0.2 0.4
H 1.06466 -0.62183 0.86639 1.7 -0.6 -1.2
H 0.99518 1.86192 0.73318 -0.2 -0.1 0.1
O 1.59412 -0.55107 0.01501 -0.2 -0.9 0.1
C -0.43929 -0.56047 -1.28374 -0.4 -0.2 -0.2
C 0.28451 1.06257 0.53375 -0.5 0.2 0.4
H -1.13451 -0.32939 1.22187 0.3 -0.1 0.1
C 0.64063 0.25214 -0.69240 -0.2 0.2 0.2
H -0.32290 0.70636 2.53913 -0.3 0.3 -0.1
C -0.42034 0.44814 1.49183 -0.6 0.9 -0.1
```
Forces are in eV/Å.

[2]
Formula: C5H6O
Source: the Open Molecules 2025 dataset
Level of theory: the ωB97M-V functional and the def2-TZVPD basis

Properties
* HOMO: -8.97 eV
* SMILES: C=C=CC(C)=O
* charge: 0
* gap between HOMO and LUMO: 0.3586 hartree

Geometry as XYZ:
```
12
Properties=species:S:1:pos:R:3:forces:R:3
H -0.58077 2.45220 -0.45427 0.1 0.0 -0.2
C -1.06689 0.74403 0.66925 -0.1 0.6 0.0
H -0.19137 -0.72573 -1.68985 0.1 0.0 0.1
C -0.38819 1.84442 0.41518 -0.9 0.6 0.4
H 0.32160 2.18508 1.16467 -0.3 0.2 -0.1
C 0.65281 -1.02286 -1.06662 0.1 -0.1 -0.1
C 0.55279 -0.49739 0.32715 -0.5 -1.8 0.7
H 0.54586 -2.08645 -0.82919 0.0 -0.2 -0.5
H -1.84349 -1.24495 1.17562 1.1 0.4 -0.2
O 1.46499 -0.23762 1.06453 -0.9 -0.4 -0.3
H 1.60895 -0.86669 -1.56891 -0.1 0.1 0.2
C -1.07629 -0.54404 0.79243 1.3 0.5 0.1
```
Forces are in eV/Å.

[3]
Formula: C5H6O
Source: the Open Molecules 2025 dataset
Level of theory: the ωB97M-V functional and the def2-TZVPD basis

Properties
* HOMO: -9.68 eV
* SMILES: C=C=CC(C)=O
* charge: 0
* gap between HOMO and LUMO: 0.3829 hartree

Geometry as XYZ:
```
12
Properties=species:S:1:pos:R:3:forces:R:3
C 0.53282 0.50836 0.45547 0.0 0.3 -0.1
C -0.31893 -0.65034 0.03891 -0.2 0.0 -0.2
H -2.98517 0.34342 -1.62501 0.1 -0.1 0.0
C 1.66433 0.16335 1.38992 0.1 0.0 0.0
H 2.23034 1.06206 1.63813 -0.1 -0.1 0.0
H 1.26494 -0.29761 2.29995 0.1 0.0 -0.1
H 2.31917 -0.57228 0.90864 -0.1 0.1 0.1
H -0.16619 -1.62662 0.49515 -0.1 0.2 -0.1
C -1.20093 -0.43552 -0.90587 -0.1 0.1 -0.1
O 0.33716 1.63464 0.05072 0.1 -0.4 0.2
C -2.00050 -0.05153 -1.85478 0.1 -0.1 0.1
H -1.67704 -0.07793 -2.89122 -0.1 -0.1 0.1
```
Forces are in eV/Å.

[4]
Formula: C5H6O
Source: the Open Molecules 2025 dataset
Level of theory: the ωB97M-V functional and the def2-TZVPD basis

Properties
* HOMO: -8.37 eV
* charge: 0
* gap between HOMO and LUMO: 0.3187 hartree

Geometry as XYZ:
```
12
Properties=species:S:1:pos:R:3:forces:R:3
C -1.60612 0.30974 -0.38184 0.0 0.1 0.0
C 1.43673 0.82318 0.78366 0.6 0.8 0.5
H -0.54637 -1.57144 -0.59794 0.0 0.1 0.1
O 2.05349 1.67181 1.28651 -0.7 -0.8 -0.4
H -1.64669 1.17591 0.28820 0.0 -0.1 -0.1
H -1.37539 0.66927 -1.38964 0.0 0.0 0.1
C -0.57361 -0.71669 0.08727 0.0 0.0 0.0
H -2.60580 -0.13759 -0.40454 0.2 0.1 0.0
C 0.84673 -0.20761 0.13031 0.2 -0.1 -0.1
H -0.86118 -1.10712 1.07156 0.1 0.1 -0.1
C 1.95567 -0.70301 -0.52082 -0.1 -0.1 -0.1
H 2.92254 -0.20645 -0.35273 -0.2 0.1 0.1
```
Forces are in eV/Å.

[5]
Formula: C5H6O
Source: the Open Molecules 2025 dataset
Level of theory: the ωB97M-V functional and the def2-TZVPD basis

Properties
* HOMO: -8.60 eV
* SMILES: Cc1ccoc1
* charge: 0
* gap between HOMO and LUMO: 0.3563 hartree

Geometry as XYZ:
```
12
Properties=species:S:1:pos:R:3:forces:R:3
H -0.11246 -2.18981 -0.21580 -0.6 -0.8 0.0
H 2.11457 0.96390 -0.26807 -0.2 0.2 0.1
C -0.80046 0.98135 -0.28246 2.8 1.5 3.6
H 2.26291 -0.76868 -0.52595 -0.9 0.7 0.2
C -1.94930 0.46127 0.16717 3.1 -1.6 -3.2
C 0.23597 -0.09065 0.01397 0.1 1.9 -2.9
H -0.55981 2.03998 -0.28925 0.0 -0.1 0.0
H -2.85273 0.85630 0.42288 -2.4 0.5 0.3
H 2.18718 -0.19579 1.04852 -0.6 0.4 0.4
C 1.72045 0.01402 0.08526 1.4 -0.9 -1.0
C -0.48756 -1.19759 -0.14735 1.1 0.8 1.3
O -1.75877 -0.87429 -0.00893 -3.9 -2.4 1.2
```
Forces are in eV/Å.

[6]
Formula: C5H6O
Source: the Open Molecules 2025 dataset
Level of theory: the ωB97M-V functional and the def2-TZVPD basis

Properties
* HOMO: -9.56 eV
* SMILES: C#C[C@@]1(C)CO1
* charge: 0
* gap between HOMO and LUMO: 0.3884 hartree

Geometry as XYZ:
```
12
Properties=species:S:1:pos:R:3:forces:R:3
H -1.45397 -0.44529 1.12019 1.1 -1.8 -0.5
O -1.13769 1.42933 -0.43028 -0.3 -0.3 0.6
H 0.44617 2.65747 0.03837 1.5 1.0 -1.0
H 1.19526 -0.83681 -3.35963 1.1 -1.3 -2.7
H 0.15256 -1.30712 1.52804 -0.6 0.4 -1.5
C 0.76829 -0.35701 -2.59548 -0.7 0.9 2.6
H -0.13171 1.73413 1.46924 0.3 -0.1 -1.6
C -0.11464 0.47829 -0.33249 -0.6 -2.8 3.1
C -0.54883 -1.02165 0.68538 0.3 7.1 2.4
H -0.74188 -1.67983 -0.04529 -0.8 -2.7 -2.2
C 0.05050 1.74296 0.33604 -2.0 -0.3 2.9
C 0.45256 0.01818 -1.50209 0.7 0.0 -2.2
```
Forces are in eV/Å.

[7]
Formula: C5H6O
Source: the Open Molecules 2025 dataset
Level of theory: the ωB97M-V functional and the def2-TZVPD basis

Properties
* HOMO: -9.12 eV
* SMILES: C1=C[C@H]2O[C@H]2C1
* charge: 0
* gap between HOMO and LUMO: 0.3765 hartree

Geometry as XYZ:
```
12
Properties=species:S:1:pos:R:3:forces:R:3
C -0.86795 -0.79638 -0.25270 0.1 -0.1 0.0
C 0.43735 1.02884 0.53502 -0.1 1.0 -0.6
H 0.75585 1.38489 1.52975 -0.4 1.1 -0.9
H 1.09251 -1.98300 -0.56896 -0.1 -0.2 -0.7
O -0.30764 1.67843 -0.58644 0.4 0.6 0.9
C 1.32948 0.07520 -0.11704 0.2 -0.8 0.5
C -0.91838 0.66015 0.18167 -0.4 -0.5 0.4
H -1.33028 -0.99743 -1.22751 0.0 0.0 0.2
H -1.39772 -1.39015 0.50279 0.1 0.0 -0.1
H 2.34805 0.33382 -0.39351 0.0 -0.5 0.5
H -1.77456 1.04461 0.72676 0.0 -0.3 0.1
C 0.63330 -1.03898 -0.32984 0.2 -0.3 -0.3
```
Forces are in eV/Å.

[8]
Formula: C5H6O
Source: the Open Molecules 2025 dataset
Level of theory: the ωB97M-V functional and the def2-TZVPD basis

Properties
* HOMO: -8.82 eV
* SMILES: CC1=C2O[C@@]12C
* charge: 0
* gap between HOMO and LUMO: 0.3524 hartree

Geometry as XYZ:
```
12
Properties=species:S:1:pos:R:3:forces:R:3
H 0.98431 1.84737 0.95202 -0.2 0.5 1.3
H 0.56906 -1.45239 1.08341 -0.5 -0.3 0.0
C -0.24998 -1.68276 0.37493 2.3 2.6 1.1
H -1.14131 -1.94950 0.83322 -1.5 -0.8 1.0
C -0.26302 0.91528 -0.52077 0.5 -2.6 0.8
H 1.75915 0.75434 -0.11609 0.5 -0.2 -0.2
C -0.53961 -0.46660 -0.38692 -1.8 1.8 -1.7
C 1.00295 1.51616 -0.04899 0.2 1.6 -1.7
H 1.30512 2.40701 -0.68286 -0.2 -1.1 0.7
C -1.68226 0.90558 -0.34540 0.4 0.8 0.2
H 0.11519 -2.40904 -0.26557 0.5 -1.7 -1.4
O -1.85960 -0.38546 -0.87699 0.0 -0.7 -0.1
```
Forces are in eV/Å.

[9]
Formula: C5H6O
Source: the Open Molecules 2025 dataset
Level of theory: the ωB97M-V functional and the def2-TZVPD basis

Properties
* HOMO: -10.13 eV
* SMILES: C#CC[C@H]1CO1
* charge: 0
* gap between HOMO and LUMO: 0.4111 hartree

Geometry as XYZ:
```
12
Properties=species:S:1:pos:R:3:forces:R:3
C -0.97933 -2.25364 -0.68159 0.2 0.5 -0.2
C -0.18611 0.87586 0.28799 -0.2 -0.2 -0.1
C -0.00475 0.19754 -1.05671 0.0 0.0 0.0
O 0.67255 1.95052 0.59858 0.1 0.2 0.0
H -1.38318 -3.21492 -0.45502 0.1 0.1 -0.1
H -0.53540 0.74681 -1.84221 0.0 -0.1 0.1
H 1.74280 0.17223 1.09160 -0.2 0.1 0.0
H 0.54957 0.75974 2.37302 0.1 0.1 -0.2
H 1.05819 0.19053 -1.32453 -0.1 0.0 0.1
C -0.52589 -1.16719 -0.93946 -0.3 -0.6 0.2
C 0.83273 0.72976 1.32151 0.1 -0.2 0.2
H -1.22624 1.01243 0.58998 0.2 0.0 0.0
```
Forces are in eV/Å.

[10]
Formula: C5H6O
Source: the Open Molecules 2025 dataset
Level of theory: the ωB97M-V functional and the def2-TZVPD basis

Properties
* HOMO (spin up / spin down): -8.44 / -8.43 eV
* charge: 0
* gap between HOMO and LUMO (spin up / spin down): 0.2740 / 0.2787 hartree

Geometry as XYZ:
```
12
Properties=species:S:1:pos:R:3:forces:R:3
H -1.59569 1.35763 0.33652 -0.3 0.1 0.0
C -0.84548 -0.78421 0.07151 -2.2 2.8 1.5
H -1.07793 -0.94824 1.13790 0.3 0.5 0.4
C -0.84028 0.77005 -0.16466 0.6 0.0 -1.2
C 1.44253 -0.02512 -0.02974 1.6 0.6 1.0
C 0.50601 -1.11797 -0.09508 2.2 -4.5 -1.0
O 2.70294 -0.01588 0.00266 -2.1 -0.3 -0.3
H 0.98432 2.21298 0.30414 -1.1 -2.5 -0.1
H -1.72637 -1.30150 -0.23698 0.0 -0.8 -1.7
C 0.55329 1.11519 0.17848 1.6 2.1 -0.4
H 0.71784 -2.26840 -0.20176 0.3 2.5 0.2
H -0.82118 1.00549 -1.30299 -0.7 -0.5 1.6
```
Forces are in eV/Å.

Energy above the lowest of the compared OMol25 structures with the same formula, charge and spin for every record listed, in sequence, given in kJ/mol: 329.7, 315.4, 134.5, 306.0, 179.1, 454.5, 214.1, 436.2, 266.0, 318.3.